No. 1
12
Properties=species:S:1:pos:R:3 method="wB97M-V/def2-TZVPD" e_homo_ev=-9.35 max_force_ev_per_a=3.712 e_tot_ev=-13852.1314 e_lumo_ev=-0.425 charge=0 mol_weight_g_mol=123.1 smiles="C=C=C=N.FC(F)F"
H -0.21 -1.73 0.39
N -0.38 0.27 1.20
F -0.70 -2.99 -1.05
C 0.35 2.26 -0.06
C 0.04 -2.84 0.04
F 1.35 -3.20 -0.15
H 1.50 3.39 -1.19
H -0.39 3.84 -1.27
C -0.25 1.39 0.69
C 0.52 3.25 -0.90
H -1.35 0.07 1.40
F -0.47 -3.71 0.89

No. 2
12
Properties=species:S:1:pos:R:3 method="wB97M-V/def2-TZVPD" e_homo_ev="-8.96 / -8.98" max_force_ev_per_a=2.712 e_tot_ev=-13850.2929 e_lumo_ev="0.015 / -0.161" charge=0 mol_weight_g_mol=123.1
H -1.69 1.11 1.40
C 1.45 0.43 -0.06
C -1.86 0.89 0.37
C 0.28 -0.48 0.04
H -2.54 0.10 0.10
F 1.41 1.43 0.83
F 1.50 1.02 -1.28
H -1.63 1.64 -0.36
C 0.15 -1.78 -0.52
N 0.29 -1.79 0.74
F 2.63 -0.20 0.11
H 0.01 -2.38 -1.38

No. 3
10
Properties=species:S:1:pos:R:3 method="wB97M-V/def2-TZVPD" e_homo_ev=-8.65 max_force_ev_per_a=3.933 e_tot_ev=-8416.3265 e_lumo_ev=-0.185 charge=0 mol_weight_g_mol=85.1
H -1.54 0.29 0.32
H -0.14 -0.77 0.41
H 0.24 0.88 -2.68
C 1.56 1.80 -0.24
C -0.45 0.25 0.52
F 2.37 2.15 0.89
C 0.60 1.30 -1.78
H -0.22 0.76 1.43
C 0.33 0.98 -0.49
N 1.81 2.11 -1.43

No. 4
10
Properties=species:S:1:pos:R:3 method="wB97M-V/def2-TZVPD" e_homo_ev=-10.26 max_force_ev_per_a=1.912 e_tot_ev=-8419.2265 e_lumo_ev=0.537 charge=0 mol_weight_g_mol=85.1 smiles="C/C(C#N)=C/F"
C 0.90 -1.40 -0.08
F -2.05 -1.59 -0.01
H -0.17 1.87 0.00
N 1.72 -2.21 0.04
C 0.58 1.09 0.00
H 1.24 1.28 -0.84
C -1.36 -0.41 0.03
H -2.00 0.46 0.03
C -0.03 -0.29 -0.07
H 1.16 1.21 0.91

No. 5
10
Properties=species:S:1:pos:R:3 method="wB97M-V/def2-TZVPD" e_homo_ev=-10.06 max_force_ev_per_a=3.292 e_tot_ev=-8419.0026 e_lumo_ev=0.627 charge=0 mol_weight_g_mol=85.1 smiles="C/C(C#N)=C/F"
N -0.37 -1.81 -1.33
H 2.14 0.62 -1.09
F -0.93 -0.18 1.82
C 1.24 1.21 -0.98
H 0.82 1.50 -1.99
H 1.60 2.09 -0.52
C -0.13 0.61 1.10
H 0.22 1.46 1.66
C 0.20 0.44 -0.22
C -0.27 -0.83 -0.75

No. 6
10
Properties=species:S:1:pos:R:3 method="wB97M-V/def2-TZVPD" e_homo_ev="-9.08 / -8.73" max_force_ev_per_a=4.988 e_tot_ev=-8414.3987 e_lumo_ev="0.424 / 0.393" charge=0 mol_weight_g_mol=85.1
H -0.81 0.36 0.78
C 1.43 -1.57 -0.01
C 2.34 0.42 -0.02
C -0.20 0.63 0.02
H 0.10 1.55 0.23
C 1.11 -0.13 0.07
H -0.74 0.38 -0.94
F 3.01 1.49 -0.33
H 0.84 -2.37 -0.17
N 2.68 -1.69 0.13

Copy entry 5 word for word.
10
Properties=species:S:1:pos:R:3 method="wB97M-V/def2-TZVPD" e_homo_ev=-10.06 max_force_ev_per_a=3.292 e_tot_ev=-8419.0026 e_lumo_ev=0.627 charge=0 mol_weight_g_mol=85.1 smiles="C/C(C#N)=C/F"
N -0.37 -1.81 -1.33
H 2.14 0.62 -1.09
F -0.93 -0.18 1.82
C 1.24 1.21 -0.98
H 0.82 1.50 -1.99
H 1.60 2.09 -0.52
C -0.13 0.61 1.10
H 0.22 1.46 1.66
C 0.20 0.44 -0.22
C -0.27 -0.83 -0.75